1.
This record from the OMol25 dataset describes a structure of composition C24H34Br2ClCsF8I3K3N2NaO14S3. The level of theory is ωB97M-V with the def2-TZVPD basis set.

Geometry (Å):
Cs -4.837 -3.166 -0.829
I -0.461 4.573 -4.162
I 2.012 4.049 -2.701
I -0.994 -2.596 -5.779
Br 4.001 1.046 -2.848
Br 2.408 3.111 1.109
K -0.937 2.055 6.055
K 0.863 7.126 -0.922
K 0.863 -4.803 -6.047
Cl -0.637 9.447 -5.884
S -0.350 1.348 0.435
S -3.293 -0.270 -3.974
S -2.994 -0.094 6.520
Na 5.663 0.415 1.301
F -4.324 0.633 8.774
F -5.482 -0.666 7.448
F -3.645 1.132 0.819
F -3.872 -1.504 8.668
F -5.837 1.187 -1.187
F -5.615 -0.396 0.541
F -5.281 -1.104 -1.673
F -3.412 1.829 -1.280
O -1.704 0.146 7.181
O -1.440 0.159 0.590
O 0.400 9.058 -3.996
O 0.294 -3.730 -3.498
O -4.436 0.811 -3.781
O 1.077 -0.263 -2.795
O 1.283 -4.731 0.442
O -1.014 2.663 0.819
O -3.508 1.086 5.812
O -3.002 -1.310 5.695
O -3.228 -0.134 -5.557
O 0.425 0.998 1.783
O 1.865 -0.976 -4.565
O 7.075 -1.062 4.875
N 1.820 -1.112 -3.337
N -3.809 -1.342 2.721
C -0.384 4.893 -1.172
C 3.363 -0.810 1.066
C -2.178 -0.420 -0.525
C 1.235 -1.458 -0.672
C 3.602 1.749 -1.058
C -4.986 0.004 -0.779
C -0.657 3.592 -2.120
C 4.963 2.331 -0.303
C -4.211 -0.419 7.901
C 0.583 -5.632 -0.230
C 0.488 2.452 -2.235
C -0.688 -2.779 -3.636
C -2.707 -1.569 1.955
C -3.480 0.543 -0.591
C 0.494 -0.273 -1.476
C 2.860 -1.410 -0.357
C -2.704 -1.776 0.284
C -1.667 0.142 -3.197
C 2.184 1.847 -0.532
C 0.790 1.338 -1.105
C -1.144 -0.603 -1.811
C 7.005 -2.422 4.488
C 0.633 -2.174 0.706
C -1.330 -2.181 -2.313
H -0.323 -5.282 -0.753
H 6.026 -2.614 4.042
H -1.675 -1.692 2.538
H -1.757 3.296 -2.229
H -1.435 5.080 -0.626
H 3.526 -1.187 -1.287
H -2.491 -2.464 -2.346
H 5.024 1.812 0.772
H 0.224 -1.499 1.524
H -0.949 -0.027 -4.136
H 4.987 3.511 -0.229
H 7.953 -0.921 5.267
H 2.818 0.115 1.497
H 0.174 -6.483 0.340
H 3.131 -2.574 -0.193
H 0.349 4.692 -0.250
H 1.530 -2.756 1.259
H -0.474 9.396 -4.067
H 4.514 -0.503 0.988
H -0.015 -3.151 0.463
H 5.948 2.013 -0.847
H 0.341 2.038 -3.352
H -0.929 -2.937 -1.475
H -1.761 1.307 -3.117
H 3.339 -1.634 1.930
H -3.841 -1.528 -3.743
H -2.050 -2.720 0.254
H -3.757 -2.174 0.020
H 1.098 -6.164 -1.049
H 7.785 -2.633 3.753
H 7.134 -3.058 5.366
H -3.455 -1.289 3.723
H 1.182 -2.451 -1.377
H -0.172 5.904 -1.723

Calculated values
HOMO-LUMO gap	1.703	eV
total charge	+1
largest force on an atom	11.46	eV/Å
LUMO level	-4.327	eV
HOMO energy	-6.03	eV

These are the Mulliken partial charges, in e, on atoms 1 to 2:
1. Cs 0.88
2. I 0.11

***

2.
This record from the OMol25 dataset describes a cluster of 2 separate species, C3H5N3 in total. The level of theory is ωB97M-V with the def2-TZVPD basis set.

Geometry (Å):
N -1.511 -0.692 0.883
N 1.291 -0.235 1.235
N -1.653 0.180 -0.001
C 1.360 0.347 -1.255
C 1.290 0.036 -0.090
C -1.817 1.133 -0.677
H 0.523 -0.826 1.539
H -1.293 1.643 -1.468
H 1.542 0.514 -2.290
H 2.202 -0.533 1.554
H -1.933 -1.566 0.570

Calculated values
HOMO-LUMO gap	9.755	eV
largest force on an atom	0.73	eV/Å
LUMO level	1.084	eV
HOMO energy	-8.67	eV
relative energy (zero: lowest compared OMol25 entry of this formula, charge and spin)	122.2	kcal/mol

These are the Mulliken partial charges, in e, on atoms 1 to 2:
1. N -0.82
2. N -0.50

***

3.
This record from the OMol25 dataset describes a cluster of 6 separate species, H13O6 in total. The level of theory is ωB97M-V with the def2-TZVPD basis set.

Geometry (Å):
O 0.656 -1.771 -2.026
O 2.355 -0.146 1.380
O -2.110 0.402 -1.182
O -0.854 -1.158 1.509
O 0.706 0.469 -0.660
O -0.718 2.484 0.550
H -0.162 0.907 -0.492
H -1.294 2.177 1.251
H -2.514 0.931 -0.533
H -2.678 0.622 -1.949
H -1.837 -1.203 1.579
H 2.184 0.551 1.994
H 1.170 0.112 0.177
H 1.572 -2.176 -2.048
H 0.676 -0.174 -1.413
H 3.199 -0.548 1.586
H 0.032 2.838 1.101
H -0.642 -2.080 1.871
H 0.264 -2.245 -2.691

Calculated values
HOMO-LUMO gap	11.864	eV
total charge	+1
largest force on an atom	4.42	eV/Å
LUMO level	-3.077	eV
HOMO energy	-14.94	eV
relative energy (zero: lowest compared OMol25 entry of this formula, charge and spin)	23.1	kcal/mol

These are the Mulliken partial charges, in e, on atoms 1 to 2:
1. O -0.63
2. O -0.63

***

4.
This record from the OMol25 dataset describes an isolated molecule of C5H10O2. The level of theory is ωB97M-V with the def2-TZVPD basis set.

Geometry (Å):
O -0.577 -0.024 -2.031
O 1.125 -1.466 0.014
C 0.012 -0.578 0.273
C 0.021 0.333 -0.943
C 0.310 0.222 1.544
C -1.330 -1.167 0.224
C 0.639 1.677 -1.016
H 0.809 -2.328 0.327
H -1.426 -2.114 -0.318
H 1.701 1.624 -0.758
H 0.377 -0.473 2.385
H 0.149 2.311 -0.269
H 0.491 2.109 -2.007
H -1.978 -1.051 1.088
H -1.151 -0.783 -1.722
H 1.272 0.741 1.464
H -0.479 0.951 1.761

Calculated values
HOMO-LUMO gap (alpha / beta)	6.786 / 6.787	eV
largest force on an atom	0.36	eV/Å
LUMO level (alpha / beta)	-0.032 / -0.032	eV
HOMO energy (alpha / beta)	-6.82 / -6.82	eV
relative energy (zero: lowest compared OMol25 entry of this formula, charge and spin)	102.4	kcal/mol

These are the Mulliken partial charges, in e, on atoms 1 to 2:
1. O -0.41
2. O -0.55

***

5.
This record from the OMol25 dataset describes a structure of composition C26H33AsF2N6OPPtS. The level of theory is ωB97M-V with the def2-TZVPD basis set.

Geometry (Å):
Pt 1.619 0.556 0.266
As -1.619 -0.176 1.127
S 4.129 0.541 0.368
P 1.566 -0.275 -1.925
F 1.212 0.990 3.096
F 2.457 2.566 2.199
O -0.713 0.194 -0.231
N 3.929 3.205 -0.196
N 5.758 2.494 0.916
N 2.633 3.147 -0.680
N 0.423 -0.460 -4.421
N 2.855 -0.486 -4.361
N 1.597 -2.430 -3.632
C 2.998 0.123 -3.045
C -5.920 -1.444 -0.272
C -2.216 2.547 1.657
C 0.431 -1.919 -4.343
C -2.018 2.383 4.426
C 1.660 -0.011 -5.053
C -0.964 -1.676 2.144
C 0.797 -3.036 3.047
C 2.810 -1.944 -4.276
C -2.354 3.584 3.816
C -1.911 -2.460 2.800
C -1.785 1.254 3.654
C 4.574 2.177 0.381
C 1.365 1.739 1.945
C -5.774 -0.376 0.601
C -0.146 -3.811 3.707
C -2.466 3.667 2.433
C 0.207 0.156 -3.120
C -4.803 -2.134 -0.726
C 1.557 -2.119 -2.215
C -4.509 0.011 1.019
C -3.391 -0.677 0.562
C 0.387 -1.975 2.256
C -3.538 -1.751 -0.312
C -1.873 1.345 2.273
C -1.499 -3.533 3.576
H 3.071 1.208 -3.165
H -2.750 4.602 1.969
H -4.392 0.848 1.695
H -2.966 -2.238 2.694
H -0.478 -2.260 -3.845
H 2.849 -2.349 -5.288
H 2.018 3.721 -0.115
H -4.922 -2.972 -1.400
H 4.341 4.121 -0.083
H 1.669 1.080 -5.087
H -6.907 -1.737 -0.604
H -1.515 0.315 4.123
H 1.850 -3.256 3.157
H 2.426 -2.553 -1.714
H 3.680 -2.298 -3.720
H 0.173 -4.644 4.320
H 1.684 -0.395 -6.074
H 3.924 -0.221 -2.579
H 6.280 1.769 1.378
H 2.605 3.460 -1.643
H 0.160 1.243 -3.226
H -6.644 0.157 0.961
H 0.454 -2.313 -5.361
H -2.233 -4.146 4.081
H 0.499 2.411 1.901
H 0.656 -2.540 -1.761
H 1.121 -1.382 1.714
H 6.033 3.448 1.076
H -2.282 2.588 0.575
H -1.932 2.333 5.503
H -2.533 4.462 4.422
H -0.742 -0.172 -2.698
H -2.662 -2.278 -0.672

Calculated values
HOMO-LUMO gap	7.526	eV
total charge	+1
largest force on an atom	1.89	eV/Å
LUMO level	-2.857	eV
HOMO energy	-10.38	eV
relative energy (zero: lowest compared OMol25 entry of this formula, charge and spin)	33.5	kcal/mol

These are the Mulliken partial charges, in e, on atoms 1 to 2:
1. Pt 0.06
2. As 0.79

***

6.
This record from the OMol25 dataset describes a structure of composition C3H4O3Ru. The level of theory is ωB97M-V with the def2-TZVPD basis set.

Geometry (Å):
Ru 3.158 0.160 -0.280
O -0.863 -0.981 -0.031
O 1.344 -0.319 0.002
O -0.509 0.933 0.551
C -2.947 0.304 -0.621
C 0.195 -0.163 0.239
C -1.736 0.004 0.289
H -2.308 -0.123 1.266
H -3.379 1.256 -0.281
H -3.675 -0.510 -0.526
H -2.436 0.382 -1.604

Calculated values
HOMO-LUMO gap (alpha / beta)	9.168 / 5.320	eV
2S+1	7
total charge	+4
largest force on an atom	10.64	eV/Å
LUMO level (alpha / beta)	-22.021 / -26.170	eV
HOMO energy (alpha / beta)	-31.19 / -31.49	eV
⟨S²⟩	12.0083

These are the Mulliken partial charges, in e, on atoms 1 to 2:
1. Ru 2.50
2. O -0.04